{"formula": "C12H25CuN3NbO3", "method": "the ωB97M-V functional and the def2-TZVPD basis", "e_tot_ha": -2559.045839, "charge": 2, "homo_lumo_gap_ev": 6.766, "elements": ["N", "C", "O", "Cu", "Nb", "N", "N", "C", "C", "C", "C", "C", "C", "C", "C", "H", "H", "H", "H", "H", "H", "H", "H", "H", "H", "H", "H", "H", "H", "H", "H", "H", "H", "C", "H", "H", "H", "C", "H", "H", "H", "O", "C", "O", "H"], "positions_angstrom": [[-1.577, -0.254, 1.238], [-2.773, -0.502, 1.556], [-3.732, -1.200, 1.516], [-1.903, 1.336, 2.416], [0.392, -0.017, 1.287], [0.288, 1.629, 0.225], [0.801, -1.533, 0.100], [-0.358, 2.418, -0.828], [0.169, -2.514, -0.780], [-0.076, 3.907, -0.611], [0.201, 2.004, -2.192], [-1.862, 2.186, -0.802], [-0.484, -3.571, 0.107], [1.207, -3.171, -1.690], [-0.902, -1.823, -1.620], [-0.400, 4.211, 0.391], [-0.637, 4.491, -1.353], [0.986, 4.145, -0.736], [1.284, 2.173, -2.245], [-0.280, 2.604, -2.978], [0.009, 0.942, -2.392], [-2.122, 1.133, -0.962], [-2.312, 2.788, -1.608], [-2.291, 2.523, 0.152], [0.260, -4.068, 0.741], [-0.971, -4.320, -0.529], [-1.248, -3.119, 0.751], [1.915, -3.788, -1.124], [1.763, -2.411, -2.250], [0.683, -3.817, -2.407], [-1.378, -2.591, -2.253], [-0.444, -1.054, -2.259], [-1.663, -1.356, -0.977], [1.692, 2.010, 0.544], [2.163, 1.300, 1.271], [2.332, 2.053, -0.352], [1.727, 2.995, 1.036], [2.151, -1.856, 0.622], [2.409, -1.192, 1.476], [2.196, -2.890, 0.994], [2.922, -1.720, -0.154], [0.014, 0.210, 5.390], [-0.070, 0.484, 4.229], [0.731, -0.014, 3.262], [-0.810, 1.241, 3.797]], "forces_ev_per_a": [[-1.59, 0.82, 1.67], [-0.69, -4.82, -2.51], [1.79, 3.05, 0.99], [-0.30, 0.88, -0.19], [0.54, -0.66, -2.68], [0.98, -1.09, 1.84], [0.59, 1.70, 2.12], [-0.30, 0.42, -0.84], [-0.53, -0.39, -0.75], [-0.03, 0.07, 0.09], [0.07, -0.22, -0.21], [-0.05, -0.13, -0.22], [-0.06, -0.16, 0.28], [0.10, 0.08, -0.15], [0.08, -0.02, -0.16], [0.04, 0.11, -0.11], [0.17, -0.16, 0.24], [-0.23, 0.03, 0.00], [-0.23, 0.03, -0.09], [0.21, -0.21, 0.22], [0.01, 0.31, 0.01], [0.03, 0.23, -0.06], [0.03, -0.28, 0.41], [-0.08, 0.09, 0.01], [-0.22, -0.03, -0.13], [0.16, 0.11, 0.20], [0.07, -0.10, -0.09], [-0.17, 0.07, -0.18], [-0.07, -0.17, -0.03], [0.23, 0.16, 0.21], [0.06, 0.49, 0.22], [-0.23, -0.30, 0.09], [0.12, -0.19, -0.30], [-0.42, 0.81, -0.14], [0.23, 0.03, -0.02], [-0.18, -0.40, 0.32], [0.07, -0.48, 0.05], [-0.46, -0.65, -0.28], [0.19, 0.10, 0.18], [0.02, 0.40, 0.12], [-0.29, 0.20, 0.34], [-0.64, 0.82, -2.35], [1.40, -1.03, 2.24], [-0.52, 0.29, -1.11], [0.10, 0.16, 0.75]]}